No. 1
9
Properties=species:S:1:pos:R:3:forces:R:3 method="wB97M-V/def2-TZVPD" lumo_ev=-0.956 orbital_gap_ev=7.9 total_energy_ha=-1284.36127 de_lowest_kj_mol=213.2
C 2.229 -0.970 0.461 -2.97 0.94 -0.27
O 0.954 -1.494 0.873 -2.03 -0.31 1.39
O 0.181 -2.788 3.410 0.76 -1.17 0.20
S -0.149 -0.518 1.629 0.07 -0.19 -0.11
S -0.637 -1.615 3.555 1.00 1.36 -0.58
I -2.928 -2.293 3.413 -0.76 -0.09 -0.33
H 1.901 -0.366 -0.389 1.21 -0.34 -0.66
H 2.674 -1.912 0.331 1.76 -0.52 -0.74
H 2.605 -0.285 1.169 0.97 0.32 1.10

No. 2
23
Properties=species:S:1:pos:R:3:forces:R:3 method="wB97M-V/def2-TZVPD" lumo_ev=-0.241 orbital_gap_ev=8.8 total_energy_ha=-912.43049 de_lowest_kj_mol=267.4
C -4.061 -0.080 -1.124 -0.24 -1.56 2.04
C -2.827 1.275 1.032 3.44 0.18 -0.35
C 2.674 -1.337 -0.973 -1.04 -0.74 2.08
C 1.848 -0.456 -1.632 0.40 -0.08 -0.10
C 2.394 -1.781 0.369 0.99 1.48 -2.21
C 0.618 -0.146 -1.132 -1.39 -1.05 0.56
C 1.104 -1.433 0.843 1.04 -2.29 -0.35
C 0.149 -0.909 -0.028 0.38 2.36 -0.77
C -2.761 -0.721 -1.250 1.59 3.53 2.63
C -3.588 2.161 1.472 -4.56 2.45 0.55
N -5.048 0.198 -0.595 -0.04 0.44 -0.89
N -1.718 0.865 0.710 -0.52 1.58 -0.21
O -1.963 -1.414 1.611 -0.07 -0.59 -1.47
P -1.587 -0.664 0.376 -0.55 -3.66 1.53
H 3.450 -1.750 -1.548 1.43 -0.25 -0.19
H 2.193 -0.107 -2.575 0.05 0.55 -0.67
H 3.309 -2.258 0.855 -2.06 0.44 -0.02
H -0.072 0.570 -1.588 0.38 -0.31 -0.22
H 0.857 -1.845 1.798 -0.65 0.05 0.49
H -2.167 0.027 -1.719 0.76 0.29 -1.28
H -2.718 -1.595 -1.732 -0.14 -3.29 -1.89
H -3.084 3.065 1.123 -0.38 0.39 0.36
H -4.698 2.116 1.506 1.19 0.10 0.36

No. 3
23
Properties=species:S:1:pos:R:3:forces:R:3 method="wB97M-V/def2-TZVPD" lumo_ev=3.253 orbital_gap_ev=5.8 total_charge=-1 total_energy_ha=-1034.00651 de_lowest_kj_mol=0.9
C -1.558 -0.337 2.082 0.41 0.12 0.23
C -0.040 -0.563 1.959 -0.50 0.46 0.18
C 0.771 0.718 2.223 -0.40 -0.15 0.19
S 0.490 2.037 0.999 0.06 0.09 0.08
H -1.859 -0.345 3.133 -0.05 -0.10 0.05
H -2.130 -1.092 1.543 -0.08 -0.04 -0.01
H -1.796 0.654 1.703 -0.06 0.04 -0.23
H 0.245 -1.329 2.696 0.15 -0.13 -0.28
H 0.176 -0.891 0.941 0.13 -0.22 0.04
H 1.821 0.424 2.233 0.19 0.11 0.08
H 0.513 1.088 3.233 0.16 -0.12 -0.21
C 2.069 -0.818 -2.100 0.65 -0.01 -0.04
C 0.881 0.119 -2.027 -0.07 0.05 0.26
S -0.668 -0.820 -2.077 0.02 -0.01 -0.19
C -1.798 0.505 -1.629 -0.23 0.00 0.05
H 2.941 -0.365 -1.614 -0.14 0.01 -0.03
H 2.371 -1.040 -3.123 -0.10 -0.06 -0.18
H 1.901 -1.775 -1.609 -0.18 0.00 0.16
H 0.901 0.826 -2.861 -0.04 0.00 0.07
H 0.893 0.689 -1.084 -0.08 -0.09 -0.20
H -1.603 0.844 -0.616 0.11 0.06 0.12
H -1.708 1.356 -2.299 0.08 0.03 -0.15
H -2.813 0.116 -1.706 -0.03 -0.06 0.02

No. 4
80
Properties=species:S:1:pos:R:3:forces:R:3 method="wB97M-V/def2-TZVPD" lumo_ev="-0.127 / -0.103" orbital_gap_ev="7.3 / 7.6" multiplicity=2 total_energy_ha=-4638.36345 de_lowest_kj_mol=0.0
Ti 0.164 0.031 -0.936 0.39 0.12 0.18
I 2.761 7.304 -0.576 0.00 0.00 0.00
C 1.987 5.430 -1.074 -0.01 -0.03 0.00
C 0.894 5.336 -1.916 -0.02 0.04 -0.02
C 0.370 4.087 -2.218 0.04 0.07 0.04
I -1.260 3.969 -3.512 0.01 0.05 -0.04
C 0.906 2.908 -1.685 0.02 -0.08 0.23
O 0.358 1.739 -1.892 -0.25 -0.21 -0.25
C 2.058 3.033 -0.876 -0.05 0.05 -0.06
C 2.765 1.780 -0.449 0.07 0.01 0.04
N 1.944 0.851 0.347 -0.13 -0.06 -0.25
C 1.756 1.278 1.728 0.03 -0.01 0.04
C 0.443 1.971 1.970 0.00 0.09 0.02
C 0.188 2.560 3.207 -0.01 0.03 -0.01
C -1.010 3.217 3.399 0.01 0.00 0.01
C -1.914 3.279 2.347 0.00 0.00 -0.01
C -1.581 2.652 1.162 0.00 0.03 -0.01
N -0.434 1.995 0.975 0.02 -0.19 0.02
C 2.573 4.278 -0.567 0.02 0.01 0.00
H 0.444 6.225 -2.335 0.00 0.00 0.00
H 3.075 1.233 -1.338 0.00 -0.01 -0.01
H 3.669 2.054 0.107 0.00 -0.02 0.00
H 2.405 -0.057 0.364 0.05 0.04 -0.01
H 1.827 0.404 2.379 -0.04 -0.02 -0.04
H 2.561 1.958 2.032 0.01 -0.02 0.01
H 0.930 2.504 3.994 0.01 0.00 -0.01
H -1.235 3.687 4.349 0.00 0.00 0.00
H -2.856 3.801 2.442 0.00 0.00 -0.01
H -2.258 2.677 0.317 -0.01 0.00 0.02
H 3.452 4.348 0.063 0.00 0.00 0.00
N 2.002 -3.461 -4.209 0.05 0.08 0.00
C 1.203 -2.184 -3.967 0.04 -0.05 -0.10
C 0.706 -1.647 -5.303 0.06 -0.02 0.00
P 2.434 -1.062 -3.130 -0.15 -0.06 -0.08
O 2.324 0.354 -3.885 0.05 -0.07 0.02
O 3.754 -1.700 -3.400 0.04 -0.04 0.00
O 1.931 -0.847 -1.731 -0.04 0.27 0.17
P -0.218 -2.663 -2.888 0.07 -0.02 0.13
O 0.593 -3.629 -1.896 -0.09 -0.04 -0.12
O -1.195 -3.391 -3.709 -0.02 -0.01 -0.06
O -0.644 -1.397 -2.159 0.09 0.30 0.15
H 3.004 -3.165 -4.167 -0.05 0.00 0.01
H 1.756 -3.898 -5.093 -0.05 -0.01 0.01
H 1.826 -4.115 -3.438 0.01 0.02 0.03
H 1.538 -1.438 -5.982 0.00 0.00 -0.01
H 0.174 -0.711 -5.141 -0.01 -0.01 0.01
H 0.015 -2.358 -5.758 0.00 0.00 0.00
H 3.043 0.460 -4.521 -0.03 -0.01 0.01
H 0.408 -3.613 -0.932 0.05 0.03 0.04
O 0.377 -3.606 0.883 0.02 -0.03 0.03
S 0.697 -2.277 1.378 -0.14 0.08 0.01
O 2.042 -1.816 1.142 0.02 -0.03 0.01
N -0.322 -1.180 0.813 -0.03 0.01 -0.11
C -1.703 -1.407 0.962 -0.22 -0.15 0.07
C -2.314 -2.355 1.757 0.13 0.01 0.00
C -3.715 -2.459 1.855 -0.04 0.02 -0.02
C -4.543 -1.643 1.145 0.04 -0.01 0.03
C -3.970 -0.692 0.272 0.06 0.07 0.07
C -4.747 0.137 -0.564 0.00 0.07 -0.08
C -4.141 0.986 -1.446 -0.09 -0.03 0.04
C -2.739 1.012 -1.496 0.11 -0.04 0.02
N -1.995 0.280 -0.702 0.12 -0.02 -0.04
C -2.566 -0.571 0.188 -0.19 -0.10 -0.13
C 0.490 -2.315 3.142 0.03 -0.01 -0.03
C 0.912 -3.443 3.831 -0.01 -0.03 0.00
C 0.825 -3.462 5.214 0.00 0.01 0.01
C 0.318 -2.363 5.896 0.00 -0.01 0.00
C -0.107 -1.242 5.196 0.01 0.00 0.00
C -0.022 -1.214 3.812 0.01 0.03 -0.01
H -1.727 -3.066 2.318 0.04 0.00 0.00
H -4.125 -3.219 2.507 -0.02 0.00 0.00
H -5.620 -1.725 1.210 0.00 -0.01 0.01
H -5.827 0.068 -0.507 0.00 0.01 -0.01
H -4.709 1.619 -2.113 -0.01 0.00 0.00
H -2.207 1.648 -2.194 -0.03 -0.06 0.03
H 1.295 -4.296 3.285 -0.01 0.01 -0.01
H 1.151 -4.337 5.761 0.00 0.00 0.00
H 0.248 -2.383 6.976 0.00 0.00 0.00
H -0.514 -0.390 5.724 0.00 -0.01 0.00
H -0.372 -0.355 3.253 0.00 0.00 0.00

No. 5
88
Properties=species:S:1:pos:R:3:forces:R:3 method="wB97M-V/def2-TZVPD" lumo_ev=4.106 orbital_gap_ev=5.4 total_charge=-2 total_energy_ha=-4667.86589 de_lowest_kj_mol=0.0
Pb -1.227 1.386 0.085 -0.16 -0.16 -0.01
O 5.175 3.775 -1.693 -0.01 0.07 0.13
C 4.395 3.900 -0.579 0.29 -0.01 -0.14
O 3.298 3.419 -0.535 -0.13 0.13 0.07
C 5.139 4.662 0.479 0.01 -0.05 -0.05
O 4.345 4.827 1.610 0.01 0.05 -0.09
C 5.094 5.301 2.724 -0.09 -0.03 0.14
C 5.796 6.678 2.602 0.61 -0.25 -0.07
O 5.772 7.253 1.495 -0.21 0.14 0.03
O 6.404 6.989 3.649 -0.20 0.14 0.02
H 4.652 3.250 -2.312 -0.06 -0.09 -0.09
H 6.051 4.082 0.702 -0.05 -0.01 0.01
H 5.478 5.622 0.074 -0.06 -0.02 0.03
H 4.394 5.348 3.556 -0.03 -0.03 0.01
H 5.870 4.562 2.982 -0.05 0.06 -0.02
C 1.996 2.349 2.960 -0.03 0.07 -0.04
P 1.111 1.195 1.840 0.11 0.02 0.07
C 2.507 0.557 0.853 -0.03 -0.04 0.00
C 0.788 -0.202 3.000 -0.09 -0.05 -0.09
C 0.250 -1.499 2.376 0.02 0.12 0.01
P -1.464 -1.275 1.607 -0.04 -0.03 0.10
C -2.114 -1.886 3.403 0.05 -0.09 0.01
C -2.096 -2.870 0.894 -0.03 0.03 0.01
H 2.812 1.852 3.491 0.01 -0.02 0.01
H 1.300 2.767 3.688 0.00 -0.01 0.01
H 2.412 3.171 2.370 0.01 -0.03 0.02
H 3.285 0.144 1.502 -0.01 -0.03 0.02
H 2.926 1.370 0.262 -0.03 -0.04 0.03
H 2.111 -0.214 0.191 0.02 -0.02 -0.01
H 0.082 0.170 3.751 -0.01 0.01 -0.02
H 1.731 -0.401 3.524 0.00 0.00 -0.01
H 0.226 -2.261 3.158 0.01 -0.01 0.00
H 0.911 -1.828 1.575 0.02 -0.01 -0.01
H -1.730 -2.904 3.526 0.01 -0.01 -0.03
H -3.191 -1.939 3.560 -0.02 0.00 0.00
H -1.679 -1.282 4.204 0.00 -0.03 -0.01
H -2.619 -3.515 1.600 -0.01 0.00 0.02
H -1.249 -3.408 0.465 0.01 -0.02 0.02
H -2.767 -2.615 0.072 0.01 -0.03 0.00
C -4.743 -0.283 2.177 0.01 0.02 0.00
C -3.524 0.623 2.432 0.02 -0.01 -0.03
C -3.294 0.836 3.942 -0.05 0.01 0.02
C -3.922 2.006 1.889 0.04 -0.03 0.00
N -2.359 0.181 1.658 0.29 0.00 -0.05
H -5.606 0.051 2.762 -0.01 0.01 0.01
H -4.548 -1.325 2.416 0.01 0.00 0.01
H -5.005 -0.233 1.118 -0.01 0.01 -0.04
H -4.098 1.451 4.359 0.00 0.01 0.00
H -2.350 1.366 4.086 0.01 0.01 0.00
H -3.258 -0.089 4.507 -0.03 0.03 0.00
H -4.844 2.346 2.370 -0.01 0.02 0.01
H -4.089 1.965 0.811 -0.01 -0.01 -0.01
H -3.137 2.741 2.080 -0.01 0.00 0.01
C -0.642 -0.714 -0.005 -0.18 0.18 -0.05
Ge -0.669 -1.434 -1.708 0.06 0.00 0.02
C 0.617 -0.558 -2.953 0.02 -0.01 -0.02
C 1.003 -1.170 -4.149 0.01 0.08 0.04
C 1.896 -0.559 -5.022 -0.02 -0.03 0.01
C 2.432 0.684 -4.711 0.01 -0.01 -0.03
C 2.079 1.301 -3.520 -0.01 -0.02 0.02
C 1.187 0.679 -2.655 0.04 -0.04 -0.07
C -2.420 -1.378 -2.709 -0.01 0.00 0.01
C -2.592 -1.675 -4.063 -0.04 0.05 0.09
C -3.838 -1.580 -4.673 0.01 0.00 0.00
C -4.947 -1.187 -3.933 0.00 -0.01 -0.06
C -4.799 -0.886 -2.587 0.03 0.00 0.07
C -3.547 -0.979 -1.988 -0.01 -0.02 -0.10
C -0.127 -3.341 -1.911 0.00 -0.07 -0.01
C -0.954 -4.331 -2.441 0.09 -0.03 0.04
C -0.528 -5.653 -2.539 -0.04 0.04 0.00
C 0.741 -6.009 -2.105 0.00 -0.02 0.00
C 1.579 -5.037 -1.571 0.02 0.02 0.01
C 1.145 -3.722 -1.476 -0.06 -0.02 -0.04
H 0.615 -2.153 -4.396 0.00 -0.01 -0.01
H 2.179 -1.057 -5.942 0.00 0.00 0.00
H 3.129 1.163 -5.390 0.00 0.00 0.00
H 2.496 2.264 -3.248 -0.02 0.00 -0.01
H 0.951 1.162 -1.717 0.00 0.04 0.07
H -1.738 -1.976 -4.660 0.01 -0.02 -0.02
H -3.944 -1.808 -5.728 0.00 0.00 -0.01
H -5.920 -1.112 -4.406 0.00 0.00 0.00
H -5.659 -0.576 -2.003 0.00 0.00 0.01
H -3.424 -0.735 -0.935 -0.02 0.05 0.02
H -1.952 -4.067 -2.773 -0.03 -0.01 -0.02
H -1.191 -6.407 -2.950 0.00 0.00 0.00
H 1.074 -7.038 -2.178 0.00 0.00 0.00
H 2.570 -5.309 -1.226 0.00 0.00 0.00
H 1.802 -2.970 -1.050 0.02 0.01 0.01

Table of F_max (Eh/bohr), in record order: 0.0609, 0.1012, 0.0136, 0.0086, 0.0129